Here is a structure of composition C25H18F5N7STi from the Open Molecules 2025 dataset. Energies are from the ωB97M-V functional and the def2-TZVPD basis.

Positions of all 57 atoms, in Å:
Ti 0.8989 0.4590 -1.7697
S -0.0720 -1.0848 -3.2897
C -1.5228 -1.1815 -2.2427
N -2.3408 -2.1635 -2.5197
N -3.4933 -2.1717 -1.7720
C -3.5009 -2.4704 -0.4223
C -2.3435 -2.7760 0.2858
C -2.4253 -3.0902 1.6336
C -3.6428 -3.1014 2.3005
C -4.7982 -2.8031 1.5863
C -4.7310 -2.4913 0.2409
N -1.7954 -0.2603 -1.2763
N -0.8874 0.7109 -1.1465
C -1.2286 1.7327 -0.2143
C -2.0531 1.4577 0.8815
C -2.3137 2.4581 1.8034
C -1.7605 3.7228 1.6523
C -0.9526 3.9918 0.5588
C -0.6922 3.0049 -0.3797
H -4.2233 -2.6310 -2.2947
H -1.3843 -2.8004 -0.2349
H -1.5210 -3.3511 2.1668
H -3.6935 -3.3449 3.3523
H -5.7607 -2.8094 2.0818
H -5.6308 -2.2446 -0.3090
H -2.4789 0.4717 0.9823
H -2.9525 2.2465 2.6519
H -1.9652 4.4965 2.3806
H -0.5305 4.9793 0.4261
H -0.0842 3.2244 -1.2512
N 2.8123 -3.7749 2.5429
C 2.3920 -2.8578 1.6267
C 1.2625 -2.0635 1.8553
C 0.8557 -1.1729 0.8901
N 1.4985 -1.0086 -0.2747
C 2.5822 -1.7670 -0.4923
C 3.0584 -2.6903 0.4031
H 2.4153 -3.7757 3.4668
H 3.7075 -4.2213 2.4319
H 0.7117 -2.1368 2.7837
H -0.0143 -0.5485 1.0523
H 3.0904 -1.6219 -1.4410
H 3.9366 -3.2741 0.1627
F 1.8415 1.6111 1.0255
C 2.6780 2.1618 0.1021
C 2.5603 1.7986 -1.2250
C 3.4601 2.4078 -2.0735
F 3.4493 2.1017 -3.3993
C 4.4098 3.3283 -1.6635
F 5.2619 3.8915 -2.5331
C 4.4783 3.6652 -0.3210
F 5.3889 4.5500 0.1055
C 3.6042 3.0751 0.5784
F 3.6718 3.3945 1.8790
N 0.2881 2.3891 -4.4611
C 0.5610 1.7604 -3.5169
H -0.0821 2.5977 -5.3670

E_HOMO (alpha / beta) in eV: -6.425 / -6.469
Calculated total energy in a.u.: -3093.6678

Taken from the Löwdin analysis, the atomic charges in e are:
1 Ti 0.672
2 S 0.621
3 C -0.798
4 N -0.020
5 N -0.033
6 C -0.279
7 C -0.051
8 C -0.106
9 C -0.119
10 C -0.105
11 C -0.041
12 N 0.019
13 N -0.175
14 C -0.252
15 C -0.017
16 C -0.071
17 C -0.085
18 C -0.075
19 C -0.043
20 H 0.129
21 H 0.099
22 H 0.084
23 H 0.090
24 H 0.098
25 H 0.107
26 H 0.105
27 H 0.106
28 H 0.102
29 H 0.107
30 H 0.094
31 N 0.136
32 C -0.299
33 C 0.003
34 C -0.113
35 N -0.062
36 C -0.116
37 C 0.002
38 H 0.106
39 H 0.106
40 H 0.116
41 H 0.110
42 H 0.123
43 H 0.116
44 F 0.059
45 C -0.240
46 C -0.089
47 C -0.243
48 F 0.047
49 C -0.144
50 F 0.111
51 C -0.130
52 F 0.121
53 C -0.143
54 F 0.112
55 N 0.176
56 C -0.131
57 H 0.105